Entry from OMol25: an isolated molecule of C11H20N2O5 (ωB97M-V/def2-TZVPD).

XYZ file:
```
38
Properties=species:S:1:pos:R:3:lowdin_charge:R:1
C -2.29082 -0.43086 -1.27211 -0.287
C -1.27568 -0.23230 -0.14633 -0.492
C -3.44708 0.56702 -1.25682 -0.160
C -4.31000 0.64070 -0.01515 -0.106
C -3.55985 0.66839 1.28367 -0.570
C 0.93363 0.84055 0.31825 -0.161
C 1.57147 2.22869 -0.06217 -0.414
C 1.75688 -0.37137 -0.19229 -0.093
C 3.15537 -0.64355 0.55538 -0.391
C 4.34823 -0.22245 -0.22638 -0.104
C 3.16901 -2.18692 0.87886 -0.056
H -2.43466 -2.61594 -1.55734 0.102
H -2.94048 -1.99897 -0.23086 0.059
H -1.76384 -0.25782 -2.18883 0.137
H -4.14103 0.29582 -2.09556 0.132
H -3.13071 1.58984 -1.46271 0.113
H -4.90722 1.55517 0.03847 0.133
H -4.95647 -0.24326 0.10937 0.131
H -2.18315 1.74269 2.03403 0.141
H -0.55701 1.47405 -1.06471 0.164
H 0.98396 0.68218 1.40871 0.161
H 1.84039 -0.33198 -1.25640 0.118
H 1.08837 -1.24005 -0.08646 0.100
H 3.24855 -0.08535 1.46112 0.112
H 5.21603 -0.35179 0.46029 0.096
H 4.61689 -0.74040 -1.23870 0.131
H 4.35521 0.83724 -0.34733 0.048
H 2.62935 -2.42142 1.79842 0.079
H 4.10579 -2.59365 1.15413 0.052
H 2.70720 -2.76353 0.04256 0.094
H 3.22629 1.58165 0.79628 0.042
N -2.94531 -1.76350 -1.21084 0.056
N -0.46331 0.82522 -0.24801 0.122
O -1.13315 -1.14205 0.65605 0.067
O -3.60319 -0.10182 2.21637 0.110
O -2.84636 1.78656 1.32079 0.102
O 1.08613 3.07527 -0.77183 0.126
O 2.85059 2.34796 0.39807 0.103
```

Results
SMILES: CC(C)C[C@H](NC(=O)[C@@H](N)CCC(=O)O)C(=O)O
Gap between HOMO and LUMO (eV): 10.2
Total charge: 0
LUMO (eV): 0.5
E (Eh): -916.867372

---

Entry from OMol25: an isolated molecule of C11H20N2O5 (ωB97M-V/def2-TZVPD).

XYZ file:
```
38
Properties=species:S:1:pos:R:3:lowdin_charge:R:1
C -1.77002 -0.13585 0.24069 -0.296
C -0.36032 0.36239 -0.16915 -0.444
C -2.66996 1.04355 0.35118 -0.172
C -4.11106 0.75112 0.67218 -0.111
C -4.88155 0.07095 -0.35608 -0.517
C 2.03256 -0.28455 -0.38841 -0.210
C 2.66496 -1.68047 -0.43119 -0.445
C 2.85089 0.68394 0.44148 -0.336
C 3.32662 0.09038 1.78043 -0.061
C 4.02210 1.17359 -0.45531 -0.223
C 4.21449 2.65545 -0.22905 -0.114
H -1.51022 -0.46032 2.29297 0.063
H -2.36448 -1.75259 1.60280 0.110
H -2.09880 -0.75621 -0.61536 0.163
H -2.56898 1.57992 -0.55321 0.110
H -2.20754 1.62259 1.15334 0.133
H -4.18490 0.10800 1.57588 0.134
H -4.61010 1.71640 0.85125 0.146
H -6.58676 -0.67388 -0.74675 0.124
H 0.47240 -1.26742 0.83314 0.142
H 1.91014 0.12261 -1.42323 0.157
H 2.15870 1.47004 0.71334 0.133
H 3.71090 0.99655 2.33413 0.085
H 2.46245 -0.25772 2.45984 0.106
H 4.11565 -0.66752 1.74780 0.079
H 4.97887 0.66465 -0.26262 0.114
H 3.78726 0.93537 -1.55404 0.130
H 5.06248 3.12841 -0.69992 0.064
H 3.30046 3.13567 -0.53814 0.067
H 4.23731 2.90055 0.88450 0.095
H 3.84500 -2.70078 -1.50971 0.137
N -1.66308 -0.97713 1.46350 0.045
N 0.65021 -0.53146 0.10602 0.110
O -0.21097 1.27282 -0.94563 0.079
O -4.51065 -0.03686 -1.52795 0.087
O -6.10055 -0.36090 0.02335 0.108
O 2.49018 -2.54386 0.41881 0.096
O 3.49048 -1.78959 -1.50274 0.113
```

Results
SMILES: CC[C@H](C)[C@H](NC(=O)[C@@H](N)CCC(=O)O)C(=O)O
Gap between HOMO and LUMO (eV): 9.9
Total charge: 0
LUMO (eV): 0.6
E (Eh): -916.905152

---

no.,molar mass (g/mol)
1,260.29
2,260.29